Entry 1:
DFT (ωB97M-V with the def2-TZVPD basis set) results for a structure of composition C38H35AsBrMnN4O2S.

Positions of all 83 atoms, in Å:
Mn  -0.78789  0.66908  -0.03130
O  3.18956  -0.83560  0.69451
C  3.80763  0.31861  0.32388
C  5.15209  0.23714  -0.01471
C  5.83470  1.36951  -0.42318
C  5.19245  2.60080  -0.49811
C  3.85301  2.67994  -0.16792
C  3.14603  1.55030  0.24329
C  1.67886  1.66274  0.49949
O  0.96585  0.86624  -0.44206
N  1.30422  1.14432  1.82922
N  -0.07635  1.06755  1.90028
C  -0.71086  1.04532  3.00842
C  -2.13090  0.78031  3.04822
Br  -2.88546  0.16258  1.37799
C  -2.93856  0.82878  4.11531
C  -2.57729  1.34856  5.43121
C  -3.10633  0.71765  6.56114
C  -2.76943  1.16290  7.82621
C  -1.93235  2.26171  7.97598
C  -1.43850  2.92283  6.85932
C  -1.75749  2.47041  5.59047
H  2.35166  -0.63590  1.13500
H  5.64609  -0.72238  0.06078
H  6.88360  1.29261  -0.67685
H  5.73306  3.48411  -0.80680
H  3.33543  3.63107  -0.22637
H  1.36060  2.70885  0.39951
H  1.72593  1.66560  2.59441
H  -0.20114  1.16681  3.96209
H  -3.94638  0.43946  4.00960
H  -3.77028  -0.12989  6.44351
H  -3.16983  0.66307  8.69733
H  -1.68481  2.61910  8.96631
H  -0.82348  3.80422  6.97938
H  -1.42619  3.02864  4.72299
C  -2.41378  3.92529  -4.00705
N  -1.14765  3.22068  -3.82915
C  -0.10562  3.18845  -4.73879
C  0.87956  2.44609  -4.19270
N  0.42738  2.04008  -2.95625
C  -0.80718  2.51314  -2.74236
S  -1.83991  2.32182  -1.36827
H  -2.42152  4.36604  -4.99897
H  -2.51140  4.70889  -3.25895
H  -3.24189  3.22675  -3.91216
H  -0.16538  3.69563  -5.68481
H  1.84969  2.17282  -4.56465
H  0.93067  1.48135  -2.27089
C  -4.67993  -3.57834  -2.03797
C  -3.63149  -4.37616  -1.60056
C  -2.39939  -3.80979  -1.30609
C  -2.22778  -2.43839  -1.45758
C  -3.27962  -1.63252  -1.88980
C  -4.50702  -2.20791  -2.18340
As  -0.54809  -1.60968  -1.05693
C  0.46346  -2.76395  0.08337
C  0.30080  -2.64223  1.46155
C  1.02883  -3.45703  2.31446
C  1.91572  -4.38799  1.78943
C  2.07091  -4.51178  0.41618
C  1.34698  -3.69889  -0.44421
C  0.43761  -1.41301  -2.69037
C  -0.22480  -1.43187  -3.91357
C  0.49338  -1.21488  -5.08149
C  1.86050  -0.97988  -5.02374
C  2.51833  -0.95945  -3.79911
C  1.81052  -1.17269  -2.62502
H  -5.63784  -4.02646  -2.26505
H  -3.77234  -5.44259  -1.48788
H  -1.58423  -4.43293  -0.95906
H  -3.14341  -0.56091  -2.00754
H  -5.32686  -1.58995  -2.52439
H  -0.40134  -1.92283  1.87178
H  0.90448  -3.36990  3.38563
H  2.48666  -5.02140  2.45475
H  2.75936  -5.24144  0.01200
H  1.47792  -3.79219  -1.51504
H  -1.28838  -1.63334  -3.96151
H  -0.01275  -1.24562  -6.03714
H  2.41901  -0.82747  -5.93817
H  3.58708  -0.79284  -3.75683
H  2.32348  -1.16780  -1.67022

Atomic forces in eV per Å
Mn 0.074 -0.059 0.043
O -0.011 0.007 0.008
C -0.002 0.010 0.003
C 0.002 -0.008 0.000
C -0.001 -0.004 0.001
C 0.000 0.006 0.003
C 0.001 -0.007 0.001
C 0.000 0.003 -0.006
C 0.003 0.003 0.003
O -0.048 0.008 0.006
N -0.016 0.005 -0.005
N 0.010 0.014 -0.015
C -0.022 -0.008 -0.002
C 0.010 0.001 -0.003
Br 0.013 0.012 0.005
C 0.001 0.000 -0.004
C 0.000 0.006 0.006
C -0.001 -0.005 -0.004
C 0.002 0.003 0.004
C -0.001 -0.003 -0.002
C 0.000 0.001 0.000
C 0.001 -0.003 0.000
H 0.008 -0.009 -0.009
H 0.002 0.001 0.000
H 0.001 -0.001 0.000
H 0.000 0.001 0.000
H 0.002 0.001 -0.002
H -0.003 -0.004 -0.002
H 0.001 -0.006 0.000
H 0.001 0.004 0.000
H -0.001 -0.001 0.001
H -0.001 -0.001 0.000
H -0.001 0.000 0.000
H 0.000 0.000 0.001
H 0.000 0.000 -0.001
H 0.000 0.001 -0.001
C -0.004 0.000 -0.003
N 0.010 -0.007 0.007
C -0.006 -0.006 -0.008
C 0.006 0.010 0.011
N -0.007 -0.014 -0.006
C -0.002 0.015 -0.005
S -0.008 0.010 0.000
H 0.002 0.000 0.000
H 0.000 -0.001 0.001
H 0.000 0.000 0.000
H 0.001 -0.001 -0.001
H 0.000 0.001 -0.003
H 0.002 -0.002 0.002
C -0.002 0.004 -0.002
C 0.003 -0.002 -0.002
C 0.002 0.003 0.006
C 0.000 0.000 0.003
C -0.003 -0.002 0.001
C 0.001 -0.003 0.000
As -0.038 0.028 -0.046
C 0.001 0.007 0.008
C 0.009 -0.003 0.000
C 0.000 0.005 0.000
C -0.002 -0.003 0.000
C -0.001 0.001 0.000
C -0.002 -0.001 0.007
C 0.018 -0.010 0.005
C -0.007 0.001 0.006
C -0.001 -0.002 -0.001
C 0.001 0.002 0.000
C 0.006 -0.002 -0.003
C -0.016 0.012 0.005
H -0.001 0.000 -0.001
H 0.001 0.000 0.000
H 0.001 -0.002 0.000
H 0.000 0.001 -0.001
H 0.000 0.001 0.000
H -0.001 -0.001 0.001
H 0.001 -0.002 0.001
H 0.001 0.000 -0.001
H 0.000 0.000 -0.001
H 0.000 -0.003 -0.001
H 0.002 -0.001 -0.003
H -0.001 -0.001 0.000
H 0.001 0.000 0.000
H 0.001 0.000 -0.001
H 0.007 0.001 -0.002

Properties
LUMO level (spin up / spin down) = -7.4743 / -6.1893 eV
F_max = 0.104 eV/Å
Gap between HOMO and LUMO (spin up / spin down) = 5.66 / 6.96 eV
Spin multiplicity = 5
Charge = +2
Highest occupied orbital energy (spin up / spin down) = -13.1 / -13.1 eV
Electronic energy = -223053.07742 eV
Energy relative to the best compared isomer or geometry (same formula, charge and spin) = 0.0 kcal/mol
⟨S²⟩ = 6.14

***

Entry 2:
DFT (ωB97M-V with the def2-TZVPD basis set) results for a structure of composition C38H35BN9O3S2Ta at a distorted geometry.

Positions of all 89 atoms, in Å:
Ta  -0.04743  0.29340  0.09717
C  1.08770  -3.03275  2.92986
C  1.98671  -2.48616  3.82520
C  2.39369  -1.18124  3.62705
C  1.88271  -0.45908  2.56280
N  1.01436  -0.98565  1.67295
C  0.64897  -2.26949  1.86742
C  2.16023  0.97709  2.40118
C  3.12130  1.67486  3.11837
C  3.13146  3.05484  3.03252
C  2.16882  3.69432  2.26736
C  1.28882  2.92319  1.53292
N  1.31785  1.58457  1.57091
C  0.19738  3.46958  0.69633
C  -0.00297  4.81459  0.44955
C  -1.07556  5.20095  -0.33792
C  -1.92164  4.23090  -0.85136
C  -1.64372  2.90584  -0.57607
N  -0.60997  2.53164  0.18538
H  0.72204  -4.04411  3.04006
H  2.36016  -3.05701  4.66478
H  3.07611  -0.71126  4.31865
H  -0.00081  -2.69406  1.12457
H  3.83977  1.15574  3.73460
H  3.86348  3.62971  3.58294
H  2.11190  4.77256  2.24612
H  0.67522  5.55607  0.84592
H  -1.24862  6.24816  -0.54609
H  -2.77510  4.48404  -1.46347
H  -2.26257  2.11187  -0.97483
C  -1.58573  3.05174  4.66390
O  -0.93969  1.93497  4.03523
C  -1.63282  0.77047  3.96244
C  -2.24388  0.15910  5.04334
C  -2.90796  -1.06653  4.91328
C  -2.96102  -1.70750  3.69680
C  -2.30871  -1.13042  2.59675
C  -2.43654  -1.65905  1.27195
N  -1.73400  -1.24450  0.26535
N  -2.19360  -1.77052  -0.94021
C  -1.76450  -1.02961  -1.89242
O  -1.02932  0.06843  -1.59069
C  -1.95647  -1.39556  -3.30019
C  -2.91466  -2.35269  -3.63517
C  -3.07188  -2.72774  -4.95705
C  -2.27198  -2.16223  -5.94367
C  -1.30678  -1.22493  -5.60691
C  -1.15063  -0.83990  -4.28447
C  -1.65292  0.09431  2.73465
O  -1.06518  0.65177  1.67975
H  -2.38406  2.73174  5.33031
H  -2.00081  3.70199  3.89281
H  -0.83336  3.58838  5.23582
H  -2.20427  0.64268  6.01132
H  -3.38437  -1.50512  5.77882
H  -3.49502  -2.64186  3.58197
H  -3.19905  -2.40396  1.06185
H  -3.53478  -2.78754  -2.86362
H  -3.81910  -3.46360  -5.22105
H  -2.40168  -2.45857  -6.97602
H  -0.67187  -0.80275  -6.37484
H  -0.37558  -0.14731  -4.00002
C  1.87621  -4.58772  -0.18744
N  2.84321  -3.50172  -0.31241
C  4.19962  -3.67004  -0.15658
C  4.77628  -2.49832  -0.50835
N  3.78343  -1.62413  -0.88946
B  4.17368  -0.20669  -1.49092
N  3.20835  0.13798  -2.67520
C  3.44490  -0.16546  -3.99779
C  2.56316  0.52781  -4.75582
N  1.78797  1.26792  -3.88457
C  0.76671  2.23668  -4.27189
C  2.18315  0.98961  -2.63280
S  1.56772  1.74244  -1.20658
C  2.61001  -2.23517  -0.73458
S  1.01612  -1.67510  -1.15804
H  1.56145  -4.70976  0.84591
H  2.35108  -5.50406  -0.52780
H  1.01609  -4.37774  -0.81699
H  4.62101  -4.61083  0.15038
H  5.81153  -2.21449  -0.56504
H  5.27060  -0.34930  -1.95766
H  4.12073  0.63568  -0.63898
H  4.23806  -0.83150  -4.28661
H  2.43907  0.59391  -5.82197
H  0.92432  2.48622  -5.31737
H  0.87952  3.13303  -3.66794
H  -0.23298  1.83187  -4.13472

Atomic forces in eV per Å
Ta 0.553 -0.453 0.947
C -0.043 -0.027 -0.067
C 0.046 -0.003 0.049
C 0.037 -0.014 0.013
C -0.004 0.135 -0.155
N 0.090 -0.505 0.508
C 0.139 0.181 0.056
C -0.028 -0.017 -0.017
C -0.038 0.022 -0.013
C 0.009 -0.006 0.016
C 0.048 0.007 0.017
C -0.226 -0.079 -0.044
N 0.178 0.194 0.004
C 0.102 -0.123 0.226
C -0.031 0.045 0.041
C -0.048 0.008 -0.023
C 0.034 0.001 0.063
C -0.115 0.040 0.138
N -0.419 0.220 -1.088
H 0.004 0.004 0.005
H -0.015 -0.001 -0.004
H 0.003 -0.004 -0.013
H -0.091 -0.013 -0.062
H -0.011 0.019 0.015
H -0.002 0.006 -0.003
H 0.022 -0.014 -0.025
H -0.018 -0.022 0.035
H 0.012 -0.001 -0.006
H 0.006 0.018 0.005
H 0.035 0.035 -0.024
C 0.019 -0.048 -0.004
O 0.038 0.046 -0.058
C -0.126 -0.261 0.262
C 0.014 0.094 0.008
C -0.006 -0.047 -0.073
C 0.003 0.080 0.100
C -0.062 -0.109 -0.093
C 0.104 0.127 0.182
N -0.410 -0.469 -0.155
N 0.288 0.123 0.132
C 0.411 0.175 -0.100
O -0.435 0.120 -0.554
C -0.222 0.091 0.117
C -0.047 0.042 -0.065
C 0.009 -0.004 0.005
C -0.025 -0.011 -0.011
C 0.004 0.002 0.035
C 0.052 -0.057 -0.073
C 0.387 0.152 -0.424
O -0.858 0.303 1.277
H 0.004 0.016 0.009
H -0.017 0.006 0.005
H 0.006 0.005 -0.007
H -0.006 -0.024 0.007
H 0.001 0.015 0.005
H 0.001 0.001 -0.009
H -0.003 -0.013 0.016
H 0.013 0.013 0.012
H -0.002 0.008 -0.009
H 0.010 -0.001 0.002
H -0.003 0.006 0.002
H 0.027 0.012 0.031
C 0.052 0.080 -0.070
N -0.012 -0.092 0.088
C -0.024 0.035 -0.028
C -0.066 -0.061 -0.079
N 0.157 0.104 0.099
B -0.132 -0.159 -0.027
N 0.158 0.130 -0.093
C -0.043 -0.010 0.055
C 0.017 0.069 0.049
N -0.126 -0.131 -0.125
C 0.145 0.017 0.030
C 0.190 -0.044 0.215
S 0.383 0.060 -0.762
C -0.164 -0.093 0.085
S 0.218 0.046 -0.670
H 0.004 -0.029 0.005
H -0.026 -0.017 -0.001
H -0.016 0.002 0.021
H 0.023 0.017 0.012
H 0.004 -0.018 0.021
H -0.009 0.018 0.045
H -0.072 -0.002 -0.013
H 0.004 0.016 -0.013
H -0.004 -0.016 0.001
H -0.041 0.001 -0.010
H -0.004 0.011 -0.009
H -0.009 0.021 0.013

Properties
LUMO level = -5.9110 eV
F_max = 1.568 eV/Å
Gap between HOMO and LUMO = 7.22 eV
Charge = +2
Highest occupied orbital energy = -13.1 eV
Electronic energy = -83419.75288 eV
Energy relative to the best compared isomer or geometry (same formula, charge and spin) = 24.9 kcal/mol